The following is a DFT calculation (ωB97M-V/def2-TZVPD) of a structure of composition C23H17ClF10IrN5S.

Output
Kohn-Sham gap (alpha / beta) ... 0.2227 / 0.2218 Eh
HOMO (alpha / beta) ... -7.54 / -7.51 eV

Each line ends with the Löwdin charge.
Geometry (Å):
S  5.861  1.109  2.185  0.6977
H  -4.886  0.915  0.722  0.1364
Cl  -1.731  -0.922  -2.133  0.1257
F  4.867  2.841  -2.197  0.1199
C  3.062  -1.174  0.453  0.0107
N  -2.879  1.258  0.102  -0.3174
C  2.888  3.678  -1.209  -0.1492
H  -2.565  2.107  -1.797  0.0821
F  -1.244  -6.804  -0.196  0.1200
F  -4.258  -3.286  -0.834  0.0812
C  -0.767  -4.693  0.750  -0.1499
C  -3.100  -3.690  -0.281  -0.1536
C  3.641  -0.068  1.065  -0.2159
F  3.615  0.439  -2.559  0.1131
F  1.115  0.081  -1.835  0.0084
N  -2.530  -1.446  0.653  -0.1789
C  -2.297  -2.797  0.440  -0.2239
H  -3.766  0.832  -1.759  0.0520
C  1.665  1.278  -1.558  -0.1709
H  -4.076  -0.963  -0.704  0.0767
H  5.354  -0.948  -0.655  0.0970
C  1.432  0.651  1.613  -0.1129
F  -0.342  -2.637  1.750  0.0651
C  -2.752  -5.014  -0.493  -0.1457
C  1.586  3.484  -0.779  -0.1294
F  0.379  -5.158  1.261  0.1140
C  -1.138  -3.386  0.971  -0.1733
H  0.756  1.346  2.092  0.1173
N  0.871  -0.373  0.952  -0.0553
C  -2.357  2.382  0.878  -0.1876
H  -3.627  0.504  1.905  0.1246
F  0.987  4.573  -0.251  0.0764
H  -1.480  3.705  -0.573  0.1220
C  1.685  -1.287  0.415  -0.1184
C  -3.887  0.484  0.847  -0.1800
N  -0.343  1.948  -0.375  -0.1260
H  1.217  -2.129  -0.078  0.1201
C  -3.381  1.688  -1.215  -0.0877
H  -2.063  1.997  1.858  0.1208
C  3.606  2.663  -1.798  -0.1561
N  5.811  -0.506  0.126  0.0994
F  -3.561  -5.799  -1.208  0.1218
C  -3.853  -0.929  0.367  -0.2823
C  -1.581  -5.529  0.013  -0.1519
F  3.453  4.877  -1.046  0.1253
H  -3.131  3.142  1.026  0.1396
H  -0.631  3.584  0.958  0.1177
C  5.121  0.150  1.070  -0.8237
Ir  -1.124  -0.038  -0.075  1.1466
H  -4.171  2.436  -1.090  0.1046
C  2.792  0.841  1.687  -0.0200
H  3.660  -1.965  0.022  0.1227
H  6.801  -0.338  0.068  0.1019
C  2.966  1.454  -1.977  -0.1569
C  0.906  2.248  -0.868  -0.1838
H  -4.622  -1.509  0.881  0.1344
H  3.205  1.693  2.207  0.0944
C  -1.159  3.001  0.204  -0.2387

---

The following is a DFT calculation (ωB97M-V/def2-TZVPD) of a cluster of 2 separate species, C23H17F4N2 in total.

Output
Charge ... +1
Kohn-Sham gap ... 0.1708 Eh
HOMO ... -10.84 eV

Each line ends with the Löwdin charge.
Geometry (Å):
C  -4.657  0.155  -1.306  0.0739
H  5.979  1.832  -0.348  0.1058
F  -1.298  -5.664  -1.567  0.0587
C  5.184  1.695  0.388  -0.0813
H  4.553  2.176  3.746  0.1003
H  -1.923  -3.145  -1.331  0.1219
C  3.941  1.162  0.000  -0.0192
C  1.158  0.625  2.200  -0.1047
H  3.019  1.830  4.735  0.0728
C  -2.220  0.793  -1.376  0.0755
H  -2.425  -1.293  -1.719  0.1015
C  1.861  -3.868  -1.682  -0.2003
H  1.861  0.512  5.053  0.1011
C  2.039  1.424  4.467  0.0003
C  2.935  1.004  0.966  -0.2430
C  0.068  -2.236  -1.399  -0.1777
H  6.405  2.470  2.017  0.1072
C  3.239  1.399  2.283  -0.1895
N  2.101  1.149  3.036  -0.0785
F  -6.971  -0.395  -1.221  0.0624
H  -3.238  3.261  -1.477  0.1370
C  -5.983  0.563  -1.279  -0.2025
C  -0.382  -0.882  -1.246  0.0771
H  -7.431  2.193  -1.269  0.1480
C  4.445  1.918  2.697  -0.0104
C  5.440  2.065  1.718  -0.0713
C  0.971  -4.953  -1.684  0.1252
C  -3.617  1.135  -1.362  -0.1806
H  1.269  2.170  4.711  0.1003
C  -6.390  1.903  -1.303  0.1280
H  3.709  0.864  -1.021  0.1000
C  -0.384  -4.631  -1.548  -0.2022
H  -4.395  -0.903  -1.272  0.1263
N  1.633  0.524  0.941  0.0816
C  -5.358  2.844  -1.378  -0.2067
H  1.312  -5.980  -1.782  0.1495
H  0.368  -0.146  -0.932  0.1017
H  -1.522  1.638  -1.361  0.1437
F  -5.701  4.178  -1.407  0.0642
H  2.161  -1.728  -1.581  0.1327
F  3.202  -4.137  -1.847  0.0640
C  -4.019  2.507  -1.415  0.0714
H  0.176  0.353  2.575  0.1296
C  -1.713  -0.504  -1.454  -0.0436
C  1.450  -2.550  -1.548  0.0789
C  -0.854  -3.328  -1.416  0.0711

---

The following is a DFT calculation (ωB97M-V/def2-TZVPD) of a structure of composition C23H17LiN3O6S.

Output
Charge ... -1
Kohn-Sham gap ... 0.2410 Eh
HOMO ... -5.06 eV

Each line ends with the Löwdin charge.
Geometry (Å):
O  -1.391  -1.477  -1.880  -0.3800
C  2.015  -2.694  3.315  0.0613
H  -3.520  2.364  -2.200  0.1177
H  1.859  0.176  5.924  0.0999
C  2.658  -1.739  5.505  -0.0016
S  -1.593  -0.033  -2.194  0.6033
H  2.244  -3.418  2.509  0.1405
C  3.918  -0.621  -3.879  -0.0872
C  3.626  0.649  -4.365  -0.0282
C  1.839  -0.630  5.167  -0.0664
C  0.345  2.686  -2.810  -0.0438
C  2.720  -2.731  4.511  -0.1532
O  1.272  -2.330  0.787  -0.1032
O  -0.361  -0.889  1.393  -0.0756
C  1.215  -1.603  3.002  -0.1453
H  -5.754  1.528  2.540  0.0759
C  -5.082  1.098  0.541  -0.2559
H  4.280  1.139  -5.117  0.1160
Li  0.416  -0.965  -0.606  0.6485
C  -4.904  1.780  -0.683  -0.0590
C  1.115  3.328  -3.776  -0.0882
C  2.231  2.686  -4.323  -0.0708
H  4.742  -1.237  -4.283  0.1022
N  3.542  -3.908  4.798  -0.3142
C  2.520  1.385  -3.896  -0.1865
H  -2.180  -0.793  0.426  0.0864
H  -5.511  2.641  -1.012  0.1085
H  -0.601  3.139  -2.436  0.1211
C  3.186  -1.170  -2.841  -0.1208
C  -3.723  1.642  -1.393  -0.0781
H  -6.620  2.361  1.326  0.0667
O  3.376  -4.878  3.992  0.0327
H  0.363  0.308  3.739  0.1506
C  -6.193  1.379  1.542  -0.0632
N  2.070  -0.543  -2.383  0.1030
C  -2.842  0.608  -1.123  -0.2650
O  -1.936  0.266  -3.587  -0.3298
H  0.848  4.324  -4.187  0.1049
N  -0.281  0.673  -1.649  -0.2104
H  3.316  -1.878  6.358  0.1082
C  0.665  -1.590  1.672  -0.6185
C  -3.008  -0.163  0.060  -0.0513
C  -4.073  0.158  0.861  -0.0540
H  -6.933  0.597  1.645  0.0680
C  1.121  -0.551  3.938  0.0127
H  3.006  3.210  -4.897  0.1038
O  4.295  -3.911  5.775  0.0464
C  1.773  0.672  -2.900  -0.1535
C  0.587  1.384  -2.422  -0.3025
H  -4.105  -0.327  1.844  0.1153
H  3.449  -2.100  -2.329  0.1127

---

The following is a DFT calculation (ωB97M-V/def2-TZVPD) of a structure of composition C23H17N2O5SW.

Output
Charge ... +3
Kohn-Sham gap ... 0.2036 Eh
HOMO ... -17.92 eV

Each line ends with the Löwdin charge.
Geometry (Å):
S  -0.564  -2.388  3.947  1.2331
H  -1.787  -1.766  -1.919  0.1115
C  -0.260  -0.706  -4.571  -0.2235
H  4.276  1.986  0.132  0.1352
C  -0.246  3.070  0.211  -0.0095
C  -1.832  -2.310  -0.989  -0.0549
C  -2.507  -3.506  -0.954  0.0224
C  -2.576  -4.214  0.242  0.0446
O  1.440  -0.929  -0.198  -0.1854
W  -0.040  0.170  0.226  2.0040
H  0.255  -1.448  -6.288  0.1746
H  3.876  0.735  -1.033  0.1076
C  3.605  1.140  -0.058  0.0188
N  -0.081  -0.147  -1.878  -0.0459
H  3.801  0.395  0.712  0.1151
C  -2.111  1.018  -1.678  -0.4288
C  1.568  2.190  -1.142  0.0214
C  -1.308  -2.453  1.256  -0.2471
H  -3.101  -5.158  0.299  0.1476
C  0.149  -0.933  4.485  -0.3100
C  -0.203  -0.467  2.222  -0.2716
O  -1.651  0.883  -0.384  -0.1954
H  -2.024  -4.162  2.319  0.1301
C  0.286  2.422  1.333  -0.0866
H  0.442  -0.812  5.518  0.1091
H  0.015  3.486  -1.878  0.1563
O  2.680  -2.222  -1.581  0.2624
C  0.284  -0.013  3.498  -0.1708
H  -2.084  0.477  -4.500  0.1712
C  2.207  1.645  -0.008  -0.2855
C  0.821  -0.955  -2.453  -0.1363
H  -2.983  -3.878  -1.850  0.1393
H  1.533  -1.915  -4.214  0.1641
H  0.701  0.960  3.713  0.1069
H  2.072  1.471  2.123  0.1464
C  -1.972  -3.669  1.358  0.0453
H  2.099  2.188  -2.089  0.1586
C  0.393  2.938  -1.021  0.0066
C  -1.249  0.090  -3.927  0.1539
C  0.783  -1.260  -3.785  0.1478
C  1.790  -1.476  -1.410  -0.4241
C  -1.125  0.318  -2.590  -0.1684
C  -0.704  -1.770  2.369  -0.4768
N  -1.219  -1.771  0.086  0.0196
O  -0.409  -0.897  -5.844  0.2088
C  1.522  1.724  1.226  -0.1258
H  -1.105  3.722  0.315  0.1610
H  -0.127  2.643  2.309  0.1494
O  -3.090  1.586  -1.990  0.2739

---

The following is a DFT calculation (ωB97M-V/def2-TZVPD) of the molecule C23H17N3O3.

Output
Kohn-Sham gap ... 0.3048 Eh
HOMO ... -9.03 eV
SMILES ... N#Cc1ccc(/C=C/C(=O)N(Cc2ccccc2[N+](=O)[O-])c2ccccc2)cc1

Each line ends with the Löwdin charge.
Geometry (Å):
C  0.936  -1.818  0.967  0.0339
C  0.271  -0.277  4.402  -0.0116
O  -0.630  3.168  -2.655  0.0972
C  1.407  -2.645  5.226  -0.0141
C  0.859  -1.559  -0.502  -0.3312
O  1.375  -2.399  -1.290  0.0130
H  -0.271  -0.202  1.756  0.0822
C  -0.434  0.586  -0.496  -0.2814
N  0.065  2.836  -3.617  -0.3425
H  -0.088  0.645  4.084  0.0894
H  0.519  -1.736  -4.015  0.1125
C  0.437  -1.332  3.475  -0.1689
C  1.073  -1.638  6.122  -0.2563
C  1.015  -2.529  3.895  -0.0196
C  -0.982  2.690  0.654  -0.0470
C  -2.714  1.033  0.187  -0.0928
C  1.420  -1.954  7.492  -0.1717
C  0.212  0.323  -3.570  -0.0892
C  0.513  -0.439  5.774  -0.0119
O  1.070  3.459  -3.964  0.1010
H  -0.470  -1.794  -6.232  0.1044
C  0.087  -0.812  -4.357  -0.0254
H  -1.447  0.515  -7.239  0.1372
C  -0.010  1.865  -0.069  -0.0121
H  0.336  0.481  6.367  0.1379
H  1.089  -3.364  3.279  0.0932
C  -0.166  1.571  -4.178  -0.1315
C  0.306  -1.088  1.968  0.0255
C  -1.046  0.329  -6.159  -0.0529
H  -2.960  2.662  1.534  0.0824
H  1.877  -0.469  -2.649  0.1294
H  1.552  1.020  -1.935  0.1125
N  0.360  -0.365  -1.151  -0.0080
H  -3.779  0.719  0.289  0.1206
C  -0.564  -0.897  -5.621  -0.0443
H  1.605  -2.656  1.264  0.1195
H  -2.231  -0.533  -1.106  0.1322
C  -1.816  0.272  -0.475  -0.0393
H  2.018  -3.479  5.627  0.1363
N  1.629  -2.231  8.615  0.1493
H  1.052  2.150  -0.085  0.1214
C  -0.770  1.515  -5.423  -0.0203
C  -2.287  2.196  0.868  -0.0767
H  -0.946  2.468  -5.865  0.1100
H  -0.529  3.555  1.133  0.0978
C  1.055  0.157  -2.326  -0.0897

---

The following is a DFT calculation (ωB97M-V/def2-TZVPD) of a structure of composition C23H18BrIN5O3Re.

Output
Charge ... +1
Expectation value of S² ... 0.7870
Kohn-Sham gap (alpha / beta) ... 0.2252 / 0.2466 Eh
HOMO (alpha / beta) ... -10.71 / -10.85 eV
2S+1 ... 2

Each line ends with the Mulliken spin population.
Geometry (Å):
C  3.576  0.232  0.817  0.0257
C  0.698  -0.108  3.064  -0.0221
C  -2.198  -0.938  3.405  -0.0093
H  -1.728  -2.292  -3.990  0.0006
C  -1.510  -0.890  2.203  0.0170
H  -1.698  -0.674  4.322  0.0013
H  -4.008  -1.920  0.119  0.0021
C  -3.505  -1.643  1.031  0.0090
C  4.387  0.626  3.026  0.0159
C  -0.737  -1.995  -3.679  -0.0093
C  -4.175  -1.676  2.249  -0.0160
H  0.239  -2.367  -5.555  0.0000
C  -1.730  -1.558  -1.422  -0.0436
O  0.398  0.069  4.216  -0.0119
Re  0.516  -0.621  0.220  0.9493
N  -0.230  1.286  -1.179  0.0331
I  1.414  -3.060  0.564  0.0242
C  -1.560  1.425  -1.382  0.0070
C  -0.553  -1.572  -2.378  0.0428
C  -2.173  -1.259  0.989  -0.0138
H  0.493  2.776  2.049  0.0019
C  -1.307  3.399  -2.687  0.0018
H  2.663  -0.966  -2.314  0.0017
C  0.053  3.298  -2.473  -0.0035
C  1.599  -1.662  -4.050  -0.0038
C  0.355  -2.036  -4.532  0.0038
H  -0.924  2.505  1.573  -0.0008
H  5.192  0.846  3.714  0.0008
H  3.741  0.128  -0.244  0.0005
O  -2.833  -1.872  -1.814  0.0338
Br  2.367  2.220  -1.411  0.0026
C  -2.125  2.446  -2.119  0.0012
H  0.748  4.022  -2.873  0.0000
C  0.535  2.246  -1.716  -0.0091
N  -0.143  -0.533  2.035  -0.0684
C  2.097  0.153  2.576  0.0365
H  -1.718  4.212  -3.271  0.0000
H  5.629  0.613  1.262  -0.0001
N  2.326  0.067  1.249  -0.0378
C  3.090  0.444  3.485  -0.0059
H  -2.200  0.702  -0.920  0.0080
C  4.633  0.504  1.669  -0.0107
H  -4.062  -1.363  4.362  0.0003
H  -3.199  2.481  -2.233  0.0002
C  -3.532  -1.329  3.420  0.0077
H  2.835  0.508  4.533  0.0002
H  -5.212  -1.984  2.275  -0.0006
C  1.709  -1.253  -2.734  0.0165
O  -0.002  2.417  1.303  -0.0012
H  2.478  -1.691  -4.679  0.0000
N  0.657  -1.192  -1.917  0.0140
N  -1.367  -1.172  -0.159  0.0083

---

The following is a DFT calculation (ωB97M-V/def2-TZVPD) of a structure of composition C23H18F6N7O4RhS2.

Output
Charge ... +2
Kohn-Sham gap (alpha / beta) ... 0.1767 / 0.1746 Eh
HOMO (alpha / beta) ... -13.81 / -13.81 eV

Each line ends with the Löwdin charge.
Geometry (Å):
N  0.972  -0.863  1.417  0.0154
H  -4.438  -3.202  1.530  0.1314
C  0.878  3.687  -1.398  -0.0279
O  -1.990  0.512  -1.088  -0.4180
N  -3.343  2.544  -1.736  -0.2517
H  4.660  0.248  -0.617  0.1589
N  -1.646  -1.824  0.320  -0.0328
H  2.379  5.029  -0.761  0.1292
C  3.365  -2.182  2.139  -0.0022
F  -4.874  -0.461  -0.021  0.1540
S  -3.315  1.014  -1.487  0.6546
H  4.062  -0.251  2.666  0.1407
C  -2.206  -3.762  -0.962  0.0415
C  3.820  -2.987  -0.620  0.0973
F  -2.688  5.684  0.370  0.1842
C  -3.577  -3.081  0.889  -0.0129
N  0.503  -1.498  -0.946  -0.0722
N  -0.194  -2.511  -1.382  0.1555
C  2.296  -0.170  1.307  -0.3109
O  -1.367  3.136  -0.287  -0.2633
S  -2.403  3.673  -1.230  0.7244
H  5.664  -1.978  -0.991  0.1384
F  -4.422  5.212  -0.850  0.1871
C  -3.324  -3.950  -0.171  0.0055
F  -5.410  1.628  -0.044  0.1909
C  1.621  2.101  0.684  -0.2883
C  2.260  -2.894  1.398  -0.1163
C  -2.728  -2.016  1.093  -0.0963
H  0.048  -2.635  1.772  0.1419
O  -3.941  0.301  -2.538  -0.1967
H  -3.997  -4.772  -0.377  0.1325
C  0.107  2.513  -1.059  -0.2229
C  -4.407  0.782  -0.009  -0.6683
C  3.343  -0.861  2.133  0.0180
H  1.821  -3.756  -0.595  0.1523
C  2.198  3.318  0.569  0.0057
H  0.601  4.228  -2.290  0.1222
H  4.097  -2.756  2.689  0.1402
C  0.990  -2.119  1.628  -0.0286
C  2.380  -2.891  -0.249  -0.1084
H  -2.901  -1.285  1.868  0.1267
C  -1.375  -2.691  -0.669  -0.3137
C  -3.441  4.716  -0.120  -0.6831
C  2.614  -0.429  -0.434  -0.0862
F  -3.700  0.973  1.119  0.1214
H  4.261  -3.975  -0.711  0.1522
H  -1.954  -4.417  -1.783  0.1335
N  0.615  1.623  -0.135  -0.0432
F  -3.928  3.984  0.872  0.1638
C  1.789  -1.600  -0.767  -0.2025
O  -1.936  4.508  -2.279  -0.2014
C  1.831  4.120  -0.556  -0.0195
H  2.916  1.564  2.165  0.1515
H  -0.364  2.006  -1.892  0.1275
H  2.997  3.610  1.234  0.1227
H  2.263  0.506  -0.863  0.1403
H  2.164  -3.927  1.719  0.1563
N  2.188  1.167  1.592  0.1314
Rh  -0.452  -0.127  0.143  1.2017
C  4.014  -0.627  -0.618  0.1107
C  4.607  -1.889  -0.784  0.0061

---

The following is a DFT calculation (ωB97M-V/def2-TZVPD) of the molecule C23H18N2.

Output
Kohn-Sham gap ... 0.2992 Eh
HOMO ... -7.51 eV
SMILES ... c1ccc(-c2nc3n(c2-c2ccccc2)Cc2ccccc2C3)cc1

Each line ends with the Löwdin charge.
Geometry (Å):
C  0.281  -2.382  -1.314  -0.0324
C  4.149  0.090  0.581  -0.0419
C  2.899  -0.589  0.472  -0.1532
C  -2.604  2.023  0.015  -0.1633
C  -4.734  3.385  -0.531  -0.0434
H  -2.210  -4.167  1.058  0.1186
C  -1.492  -3.554  0.461  -0.0850
C  -0.193  -3.678  -1.496  -0.0932
C  -1.987  0.687  0.047  -0.0660
H  6.365  -0.038  0.462  0.1009
H  1.136  -2.126  -2.013  0.1500
H  -1.462  -1.783  1.621  0.1172
C  -0.405  3.199  0.485  -0.0516
C  0.347  -0.327  -0.060  -0.1967
C  -2.505  4.488  -0.030  -0.0247
H  -1.944  5.371  0.154  0.0985
N  -0.508  0.655  -0.112  0.0587
H  4.076  1.189  0.564  0.1002
C  1.610  0.118  0.402  -0.1205
H  -4.502  1.192  -0.200  0.1116
H  4.140  -3.740  0.378  0.0993
C  4.225  -2.656  0.395  -0.1357
H  -0.099  3.921  -0.200  0.0938
H  -0.238  3.540  1.534  0.1442
H  -1.565  -5.207  -0.916  0.0998
C  5.389  -0.593  0.442  -0.0655
H  6.320  -2.734  0.285  0.1004
C  -0.124  -1.713  -0.136  -0.1965
C  0.232  1.827  0.290  -0.2057
C  2.998  -2.018  0.455  -0.0339
N  1.534  1.556  0.471  0.1625
C  -1.876  3.216  0.141  -0.1695
H  0.182  -4.127  -2.411  0.1042
C  -3.871  4.545  -0.408  -0.0746
C  -4.010  2.188  -0.244  -0.0359
H  1.996  -2.420  0.307  0.0833
H  -2.460  0.100  -0.760  0.1437
H  -5.746  3.466  -0.882  0.0901
H  -2.281  0.159  0.964  0.1269
C  -1.028  -2.280  0.752  -0.0292
C  -1.183  -4.225  -0.713  -0.0902
C  5.458  -2.056  0.352  -0.0825
H  -4.308  5.499  -0.661  0.0870